# 1
140
Properties=species:S:1:pos:R:3 method="wB97M-V/def2-TZVPD" homo_lumo_gap_ha=0.2850 e_lumo_ev=0.1 spin_multiplicity=1 energy_ha=-15339.53262
C 4.489 2.236 3.241
C 3.724 2.699 2.009
C 4.273 3.988 1.424
C 3.373 4.668 0.398
C 3.169 3.887 -0.908
C 2.039 2.837 -0.753
C 1.091 2.759 -1.974
C -0.352 3.075 -1.557
Si -1.261 1.700 -0.628
C -0.393 0.019 -0.662
C -0.139 -0.574 0.732
C 0.254 -2.072 0.716
C 1.191 -2.555 -0.370
N 2.577 -2.123 -0.220
C 3.149 -1.329 0.731
C 4.498 -1.234 0.505
C 4.776 -2.023 -0.644
C 3.572 -2.540 -1.066
C -2.882 1.437 -1.614
C -3.997 2.400 -1.337
O -4.293 3.294 -2.095
C -4.773 2.191 -0.072
C -5.175 0.908 0.308
C -5.858 0.718 1.502
C -6.154 1.794 2.328
C -5.770 3.072 1.952
C -5.084 3.258 0.756
P -1.526 2.480 1.484
N -0.185 2.456 2.278
O -2.035 4.017 1.404
O -2.625 1.678 2.357
H 5.554 2.113 3.044
H 4.097 1.298 3.626
H 4.387 2.960 4.049
H 3.737 1.884 1.285
H 2.681 2.801 2.311
H 4.378 4.684 2.262
H 5.284 3.820 1.049
H 2.434 4.951 0.873
H 3.865 5.609 0.135
H 4.104 3.398 -1.168
H 2.844 4.612 -1.649
H 2.492 1.866 -0.563
H 1.449 3.171 0.096
H 1.353 3.567 -2.663
H 1.192 1.830 -2.532
H -0.351 3.996 -0.974
H -0.925 3.300 -2.459
H -1.059 -0.677 -1.176
H 0.534 0.027 -1.234
H -1.078 -0.548 1.282
H 0.627 -0.051 1.288
H -0.635 -2.695 0.760
H 0.793 -2.234 1.651
H 1.210 -3.643 -0.296
H 0.853 -2.332 -1.376
H 2.602 -0.872 1.535
H 5.212 -0.701 1.105
H 5.737 -2.203 -1.076
H 3.454 -3.202 -1.921
H -2.585 1.546 -2.657
H -3.274 0.429 -1.501
H -4.974 0.019 -0.299
H -6.163 -0.280 1.820
H -6.659 1.676 3.274
H -5.958 3.952 2.547
H -4.757 4.247 0.471
H 0.563 2.063 1.718
H -2.303 4.203 0.495
H -2.881 0.873 1.893
C 2.871 4.385 -5.381
Cl 1.488 4.999 -4.471
Cl 4.364 4.540 -4.455
H 2.703 3.340 -5.612
H 2.968 4.961 -6.293
C 1.769 -3.091 -5.258
Cl 2.287 -2.583 -3.636
Cl 1.760 -4.848 -5.426
H 0.765 -2.723 -5.437
H 2.457 -2.675 -5.984
C 6.326 7.103 -0.987
Cl 7.468 6.023 -0.171
Cl 5.504 6.303 -2.336
H 5.579 7.420 -0.269
H 6.870 7.955 -1.367
C 5.404 -6.203 -1.625
Cl 4.663 -5.895 -3.204
Cl 4.954 -4.958 -0.455
H 5.067 -7.168 -1.269
H 6.482 -6.201 -1.739
C 4.352 9.351 -4.074
Cl 2.935 9.913 -3.183
Cl 5.847 9.618 -3.170
H 4.249 8.286 -4.255
H 4.414 9.893 -5.010
C -7.885 -1.691 4.236
Cl -6.679 -0.729 5.092
Cl -7.588 -1.723 2.489
H -7.848 -2.706 4.612
H -8.864 -1.258 4.411
C -9.631 1.554 7.075
Cl -10.819 0.265 6.815
Cl -8.801 1.984 5.576
H -10.141 2.438 7.453
H -8.894 1.205 7.790
C 2.367 -7.319 1.422
Cl 2.563 -7.537 -0.323
Cl 1.945 -5.646 1.829
H 1.577 -7.978 1.771
H 3.302 -7.569 1.910
C 2.880 -11.016 2.999
Cl 1.497 -9.911 3.063
Cl 3.764 -10.875 1.478
H 3.551 -10.774 3.816
H 2.516 -12.032 3.099
C -6.362 -0.931 -3.718
Cl -5.906 -0.366 -2.099
Cl -5.935 -2.631 -3.966
H -7.434 -0.823 -3.836
H -5.842 -0.331 -4.455
C 7.997 0.185 -2.699
Cl 7.995 0.593 -4.421
Cl 6.436 -0.435 -2.132
H 8.745 -0.582 -2.537
H 8.244 1.075 -2.135
C 4.934 -14.257 3.060
Cl 4.922 -13.850 1.344
Cl 3.329 -14.726 3.643
H 5.612 -15.087 3.216
H 5.267 -13.391 3.620
C -11.110 5.491 7.672
Cl -10.056 4.391 8.574
Cl -11.802 4.705 6.250
H -11.915 5.808 8.324
H -10.524 6.343 7.351
C -7.241 -3.342 -7.479
Cl -7.098 -3.439 -9.237
Cl -8.062 -1.863 -6.965
H -7.812 -4.193 -7.128
H -6.248 -3.351 -7.046


# 2
135
Properties=species:S:1:pos:R:3 method="wB97M-V/def2-TZVPD" homo_lumo_gap_ha=0.2560 e_lumo_ev=-1.4 smiles="CCOB(O)[C@@H]1C(=O)N[C@H](CCC(F)=C(F)F)[C@@H]1N(C(C)=O)C(C)=O.O=S1(=O)CCCC1.O=S1(=O)CCCC1.O=S1(=O)CCCC1.O=S1(=O)CCCC1.O=S1(=O)CCCC1.O=S1(=O)CCCC1" spin_multiplicity=1 energy_ha=-5590.60599 e_above_lowest_kcal_mol=109.1
C 0.504 -1.743 -1.777
C -0.233 -1.566 -3.181
O -1.642 -1.206 -2.881
B -1.989 -0.284 -3.934
O -1.974 -0.769 -5.310
C -2.441 1.260 -3.696
C -1.695 1.596 -2.276
O -0.515 1.385 -1.935
N -2.661 2.298 -1.353
C -3.676 2.823 -2.342
C -4.805 3.828 -1.849
C -4.121 4.844 -0.771
C -3.264 5.992 -1.449
F -2.722 6.999 -0.570
C -2.976 6.152 -2.845
F -1.691 5.684 -3.291
F -3.878 6.710 -3.779
C -3.996 1.572 -3.286
N -4.689 0.367 -2.780
C -5.644 0.630 -1.688
C -5.283 0.211 -0.167
O -6.801 1.135 -1.843
C -5.507 -0.319 -3.834
C -6.479 0.401 -4.868
O -5.348 -1.570 -3.895
H 0.135 -2.743 -1.333
H 0.219 -0.947 -1.000
H 1.648 -1.700 -1.888
H -0.264 -2.551 -3.769
H 0.209 -0.731 -3.827
H -1.232 -0.373 -5.813
H -2.119 1.919 -4.586
H -2.962 1.485 -0.791
H -2.981 3.448 -3.024
H -5.163 4.478 -2.725
H -5.683 3.359 -1.296
H -5.012 5.368 -0.248
H -3.573 4.278 0.055
H -4.380 2.091 -4.245
H -4.522 -0.649 -0.274
H -4.814 1.086 0.390
H -6.227 -0.211 0.314
H -6.433 -0.223 -5.838
H -6.239 1.492 -5.074
H -7.548 0.246 -4.468
O 3.031 -1.698 -3.391
S 3.967 -2.485 -4.164
O 3.656 -2.970 -5.490
C 5.523 -1.615 -4.217
C 6.268 -2.100 -2.981
C 6.028 -3.610 -2.918
C 4.537 -3.848 -3.155
H 5.349 -0.540 -4.219
H 6.042 -1.914 -5.131
H 7.331 -1.859 -3.034
H 5.857 -1.624 -2.085
H 6.610 -4.104 -3.703
H 6.347 -4.029 -1.961
H 4.357 -4.786 -3.681
H 3.976 -3.833 -2.219
O 4.203 -1.928 2.012
S 5.140 -2.712 1.242
O 4.831 -3.199 -0.085
C 6.697 -1.842 1.188
C 7.442 -2.324 2.425
C 7.203 -3.834 2.490
C 5.711 -4.074 2.252
H 6.522 -0.766 1.184
H 7.216 -2.142 0.274
H 8.503 -2.084 2.372
H 7.031 -1.847 3.320
H 7.786 -4.329 1.706
H 7.522 -4.252 3.447
H 5.532 -5.013 1.727
H 5.149 -4.059 3.188
O 6.399 2.908 -4.968
S 6.531 2.396 -3.623
O 7.261 1.182 -3.327
C 7.142 3.706 -2.577
C 5.885 4.416 -2.092
C 4.890 3.308 -1.739
C 4.902 2.298 -2.888
H 7.811 4.353 -3.143
H 7.679 3.245 -1.745
H 6.094 5.061 -1.236
H 5.474 5.040 -2.893
H 5.207 2.816 -0.813
H 3.886 3.704 -1.573
H 4.726 1.282 -2.533
H 4.170 2.556 -3.655
O -9.169 -1.059 2.657
S -8.575 -1.665 1.486
O -7.143 -1.718 1.288
C -9.244 -3.308 1.300
C -10.497 -3.111 0.456
C -10.108 -2.117 -0.640
C -9.348 -0.970 0.029
H -9.449 -3.740 2.279
H -8.504 -3.912 0.769
H -10.853 -4.055 0.040
H -11.299 -2.688 1.070
H -9.458 -2.614 -1.368
H -10.982 -1.747 -1.180
H -8.579 -0.559 -0.627
H -10.024 -0.176 0.352
O -8.617 -1.298 7.964
S -9.594 -0.355 7.469
O -10.973 -0.374 7.905
C -8.945 1.294 7.678
C -8.167 1.557 6.396
C -9.043 1.020 5.261
C -9.540 -0.364 5.681
H -8.326 1.339 8.574
H -9.792 1.977 7.772
H -7.947 2.619 6.271
H -7.216 1.014 6.416
H -9.897 1.690 5.113
H -8.497 0.972 4.317
H -10.537 -0.568 5.290
H -8.850 -1.148 5.367
O 10.090 -2.320 3.836
S 10.056 -0.877 3.917
O 9.087 -0.086 3.192
C 10.011 -0.408 5.637
C 11.477 -0.311 6.039
C 12.178 0.402 4.881
C 11.697 -0.249 3.582
H 9.456 -1.150 6.211
H 9.519 0.565 5.705
H 11.600 0.227 6.981
H 11.898 -1.314 6.165
H 11.904 1.461 4.886
H 13.265 0.345 4.971
H 11.649 0.471 2.765
H 12.330 -1.092 3.299


# 3
141
Properties=species:S:1:pos:R:3 method="wB97M-V/def2-TZVPD" homo_lumo_gap_ha=0.3265 e_lumo_ev=-0.4 spin_multiplicity=1 energy_ha=-14371.46440 e_above_lowest_kcal_mol=252.9
N 3.793 3.591 3.459
C 3.500 3.197 2.245
C 3.315 2.438 0.801
C 1.959 1.461 0.740
C 0.938 2.241 -0.331
N 0.229 2.837 -1.244
C 2.272 -0.002 0.069
C 2.612 -1.195 1.161
S 3.991 -0.649 2.305
C 4.833 -2.092 3.151
N 6.149 -2.605 2.580
N 6.632 -3.649 3.364
C 5.612 -3.852 4.503
O 4.505 -2.876 4.354
C 1.144 1.406 2.167
O -0.005 0.489 2.190
C -1.113 0.996 3.014
O -0.836 1.079 4.455
C -0.263 -0.164 4.992
C -0.989 -1.544 4.489
O -0.036 -2.223 3.579
H 4.277 1.770 0.584
H 3.257 3.245 -0.051
H 1.409 -0.287 -0.669
H 3.265 0.136 -0.577
H 1.612 -1.497 1.689
H 2.938 -2.138 0.506
H 5.762 -4.657 5.363
H 1.816 1.132 3.099
H 0.749 2.512 2.369
H -1.373 2.103 2.660
H -2.096 0.366 2.782
H 0.920 -0.163 4.850
H -0.421 -0.120 6.175
H -2.066 -1.413 4.050
H -1.076 -2.255 5.443
H -0.117 -3.220 3.636
Cl 6.142 2.124 -0.678
C 7.745 2.650 -0.107
C 7.666 3.409 1.208
Cl 6.882 4.997 1.023
H 8.204 3.256 -0.895
H 8.347 1.746 0.021
H 8.673 3.596 1.591
H 7.113 2.844 1.967
Cl -3.824 -0.722 3.873
C -5.392 -1.095 4.631
C -5.237 -1.567 6.068
Cl -4.470 -3.171 6.171
H -5.898 -1.844 4.013
H -5.983 -0.175 4.604
H -6.221 -1.657 6.538
H -4.640 -0.867 6.661
Cl -1.649 -0.719 -4.835
C -2.416 0.888 -4.793
C -2.414 1.488 -3.396
Cl -3.499 0.614 -2.287
H -3.431 0.790 -5.189
H -1.846 1.528 -5.474
H -2.769 2.523 -3.436
H -1.411 1.490 -2.959
Cl 1.199 -5.612 2.637
C -0.046 -6.675 1.934
C -1.404 -5.996 1.859
Cl -2.115 -5.732 3.470
H -0.086 -7.591 2.531
H 0.294 -6.939 0.929
H -2.105 -6.627 1.303
H -1.343 -5.028 1.352
Cl 2.003 6.874 -0.448
C 0.372 6.397 -0.982
C -0.158 7.300 -2.084
Cl -0.508 8.945 -1.497
H -0.286 6.400 -0.107
H 0.447 5.369 -1.348
H -1.097 6.898 -2.475
H 0.550 7.380 -2.915
Cl 11.444 -3.021 4.687
C 10.421 -3.834 3.477
C 10.847 -5.275 3.239
Cl 12.422 -5.383 2.416
H 10.454 -3.246 2.554
H 9.396 -3.808 3.860
H 10.118 -5.776 2.595
H 10.915 -5.835 4.177
Cl 5.591 4.781 -2.779
C 6.818 5.665 -3.721
C 7.819 4.730 -4.381
Cl 8.877 3.931 -3.192
H 7.311 6.377 -3.052
H 6.280 6.234 -4.485
H 8.469 5.297 -5.053
H 7.318 3.952 -4.966
Cl -2.543 1.840 8.225
C -2.036 3.000 6.972
C -2.747 4.337 7.105
Cl -4.481 4.218 6.714
H -2.215 2.543 5.994
H -0.957 3.140 7.089
H -2.314 5.060 6.407
H -2.655 4.744 8.117
Cl -1.076 -9.546 2.809
C -0.329 -10.906 3.684
C -0.210 -10.633 5.175
Cl 0.982 -9.360 5.533
H 0.647 -11.105 3.231
H -0.966 -11.779 3.515
H 0.127 -11.537 5.692
H -1.169 -10.332 5.607
Cl 0.843 0.102 -3.257
C 1.568 1.486 -4.112
C 2.993 1.202 -4.559
Cl 4.118 1.080 -3.184
H 1.519 2.357 -3.450
H 0.937 1.685 -4.983
H 3.354 2.018 -5.192
H 3.057 0.272 -5.133
Cl -6.502 -1.046 -0.765
C -7.192 -1.323 -2.384
C -7.451 -0.022 -3.127
Cl -8.776 0.917 -2.397
H -8.109 -1.910 -2.266
H -6.469 -1.930 -2.936
H -7.747 -0.236 -4.159
H -6.560 0.612 -3.153
Cl -10.145 -1.327 -6.874
C -9.420 0.057 -7.729
C -7.995 -0.227 -8.176
Cl -6.870 -0.349 -6.801
H -9.469 0.928 -7.068
H -10.051 0.256 -8.601
H -7.634 0.589 -8.809
H -7.931 -1.157 -8.751
Cl -8.609 1.407 -11.016
C -9.376 3.014 -10.974
C -9.374 3.615 -9.577
Cl -10.459 2.740 -8.468
H -10.391 2.917 -11.370
H -8.806 3.655 -11.655
H -9.729 4.649 -9.617
H -8.371 3.616 -9.140